Entry from the Open Molecules 2025 dataset: 2 unconnected molecules or ions with the total composition C5H13NO (wB97M-V/def2-TZVPD).

Results
energy above the lowest of the compared OMol25 structures with the same formula, charge and spin = 89.46 kJ/mol
⟨S²⟩ = 0.7503
total charge = -1
electronic energy = -328.23881 hartree
2S+1 = 2
HOMO energy (spin up / spin down) = 1.3 / -4.6 eV

Geometry as XYZ:
```
20
Properties=species:S:1:pos:R:3:forces:R:3:lowdin_spin:R:1
C -0.7954 -1.0146 1.6424 -0.05 -0.44 0.22 0.076
N 0.6779 0.4514 -0.2322 0.66 0.10 0.17 0.051
C -0.6174 0.0786 -0.5531 0.01 -0.78 0.09 0.052
C -1.3552 -0.6562 0.2995 -0.14 0.52 -0.33 0.010
C -2.7773 -1.0362 -0.0501 0.33 0.48 0.50 0.020
C -1.1026 0.5142 -1.8966 -0.21 0.56 -0.27 0.041
H -0.3562 -0.1500 2.1521 0.09 -0.07 -0.08 0.019
H -1.5687 -1.4150 2.3025 -0.05 0.05 -0.03 0.007
H -0.0309 -1.8051 1.5855 0.05 0.21 0.01 0.020
H 1.1558 -0.1432 0.4316 -0.08 0.06 0.19 0.067
H 1.3277 0.6673 -0.9749 -0.33 0.10 -0.17 0.049
H -3.2637 -0.2032 -0.5631 -0.11 -0.21 -0.25 0.003
H -2.8497 -1.9486 -0.6428 -0.09 -0.05 -0.14 0.004
H -3.3347 -1.1801 0.8757 -0.13 -0.18 0.00 0.003
H -1.3621 -0.3095 -2.5562 0.12 -0.26 -0.03 0.006
H -0.3791 1.1535 -2.3993 0.19 -0.12 -0.01 0.010
H -2.0013 1.1262 -1.8322 -0.20 0.04 0.18 0.004
H 6.6874 2.5397 1.0404 -0.06 -0.04 0.03 0.081
H 5.8282 1.2775 0.9461 -0.10 0.14 -0.14 0.126
O 6.1172 2.0533 0.4248 0.10 -0.12 0.08 0.351
```
Forces are in eV/Å.